{
  "formula": "C29H40CoN4OP2S",
  "method": "ωB97M-V/def2-TZVPD",
  "species": ["Co", "C", "P", "C", "N", "C", "C", "C", "C", "C", "C", "N", "C", "P", "C", "C", "C", "C", "C", "C", "C", "C", "C", "H", "H", "H", "H", "H", "H", "H", "H", "H", "H", "H", "H", "H", "H", "H", "H", "H", "H", "H", "H", "H", "H", "H", "H", "H", "H", "H", "H", "C", "N", "N", "C", "O", "C", "C", "C", "C", "C", "C", "C", "C", "C", "H", "H", "H", "H", "H", "H", "H", "H", "H", "H", "H", "H", "S"],
  "coordinates": [[-0.06977, 0.31824, -0.18673], [1.08470, 0.20514, 3.22327], [-0.27564, -0.23362, 2.10300], [-0.17800, -2.08155, 2.07340], [0.07352, -2.70146, 3.19978], [0.07684, -4.05745, 3.19012], [0.33846, -4.76337, 4.39156], [0.31005, -6.12396, 4.38957], [0.02503, -6.84391, 3.19679], [-0.22085, -6.18879, 2.02987], [-0.19685, -4.77139, 2.00655], [-0.42140, -4.11927, 0.83966], [-0.39718, -2.81063, 0.85652], [-0.62369, -1.90737, -0.73991], [-2.33753, -2.29308, -1.18817], [0.46022, -2.70600, -2.00064], [0.35562, -1.80710, -3.24298], [0.07424, -4.13676, -2.36900], [1.89326, -2.66545, -1.46118], [-1.84932, 0.14420, 3.00002], [-1.95594, 1.67385, 3.05342], [-3.00881, -0.43262, 2.18326], [-1.88391, -0.43121, 4.41517], [1.02266, -0.34629, 4.15964], [1.06320, 1.27756, 3.41422], [2.02710, -0.03609, 2.73097], [0.54707, -4.19355, 5.28723], [0.50178, -6.66995, 5.30375], [0.00497, -7.92532, 3.22342], [-0.43813, -6.71484, 1.10984], [-2.49347, -3.37142, -1.16787], [-2.55239, -1.90116, -2.18159], [-3.01180, -1.81281, -0.48117], [-0.61786, -1.88982, -3.72873], [1.11235, -2.12250, -3.96556], [0.53688, -0.75351, -3.01415], [-0.94710, -4.20158, -2.74803], [0.16913, -4.81844, -1.52729], [0.73917, -4.47307, -3.16939], [2.20986, -1.65840, -1.18054], [2.57569, -3.02295, -2.23701], [2.01039, -3.31990, -0.59385], [-1.87057, 2.12735, 2.06322], [-1.19876, 2.11190, 3.70634], [-2.93442, 1.94491, 3.45642], [-3.00982, -0.06547, 1.15526], [-3.95089, -0.13044, 2.64673], [-2.98453, -1.52625, 2.17710], [-1.07170, -0.05747, 5.03984], [-1.84493, -1.51981, 4.42048], [-2.82323, -0.12462, 4.88344], [5.38894, 3.40330, -2.03516], [4.00109, 2.96411, -1.97042], [3.67345, 1.79533, -1.31026], [2.33944, 1.83338, -0.99802], [1.77332, 0.80151, -0.52845], [1.86138, 3.10861, -1.36375], [2.91879, 3.77096, -1.93641], [3.00437, 5.17325, -2.43002], [4.42145, 0.59054, -1.50271], [4.73726, -0.16930, -0.38864], [5.42727, -1.36021, -0.55705], [5.80863, -1.77328, -1.82668], [5.49298, -0.99658, -2.93446], [4.78776, 0.18837, -2.77795], [6.03259, 2.52891, -2.03268], [5.63974, 4.03831, -1.18466], [5.54577, 3.94521, -2.96400], [0.84924, 3.45450, -1.24454], [2.02339, 5.63802, -2.38127], [3.35451, 5.20590, -3.46210], [3.69396, 5.76290, -1.82328], [4.44201, 0.17401, 0.59381], [5.67625, -1.96045, 0.30827], [6.35712, -2.69722, -1.95253], [5.78817, -1.31560, -3.92512], [4.51745, 0.79162, -3.63628], [-1.60059, 1.68901, -0.73932]],
  "forces_ev_per_angstrom": [[-0.060, 0.376, -0.194], [0.024, -0.043, 0.044], [0.137, -0.241, 0.101], [-0.018, 0.010, -0.071], [-0.024, -0.013, -0.047], [0.049, 0.079, 0.198], [-0.010, 0.065, -0.045], [-0.024, -0.106, -0.088], [0.034, 0.015, 0.140], [-0.014, 0.082, -0.033], [-0.025, -0.143, -0.153], [-0.005, 0.019, 0.022], [-0.016, 0.100, -0.010], [0.016, -0.046, 0.157], [-0.027, -0.078, 0.016], [0.066, 0.033, 0.001], [0.081, -0.021, -0.057], [-0.018, -0.016, -0.095], [0.069, -0.094, 0.041], [-0.022, 0.037, 0.007], [-0.058, 0.013, -0.002], [-0.038, -0.040, 0.020], [-0.059, 0.029, 0.057], [-0.003, 0.003, -0.004], [-0.006, 0.004, 0.012], [-0.006, 0.010, -0.015], [-0.003, 0.007, -0.012], [0.000, -0.005, -0.013], [0.005, 0.008, 0.013], [0.001, 0.013, 0.000], [-0.035, 0.005, -0.010], [0.009, 0.003, -0.010], [0.010, 0.017, 0.006], [-0.018, 0.007, 0.027], [-0.036, -0.012, -0.019], [0.023, -0.020, 0.041], [0.013, 0.028, -0.005], [0.017, 0.027, 0.029], [-0.015, -0.033, 0.020], [-0.044, 0.050, -0.022], [-0.006, 0.010, 0.014], [-0.009, 0.013, -0.020], [-0.008, -0.033, -0.007], [0.007, -0.016, -0.010], [0.022, 0.003, 0.019], [0.026, 0.039, 0.016], [0.007, -0.016, -0.007], [0.012, 0.016, -0.018], [0.000, 0.017, -0.031], [0.011, 0.017, -0.022], [0.019, -0.017, 0.006], [-0.080, -0.032, 0.073], [0.115, -0.087, -0.076], [-0.018, -0.039, -0.064], [0.006, -0.157, -0.061], [0.193, -0.122, 0.129], [0.021, 0.044, -0.009], [-0.019, 0.184, 0.008], [-0.049, -0.039, -0.014], [-0.041, 0.104, 0.086], [0.045, -0.031, 0.011], [-0.013, -0.018, 0.013], [-0.020, 0.053, -0.016], [-0.005, -0.001, 0.020], [-0.018, -0.040, -0.048], [0.002, -0.010, -0.020], [0.021, 0.001, 0.010], [-0.013, 0.028, 0.007], [0.003, -0.004, -0.012], [0.005, 0.003, -0.006], [-0.004, -0.006, -0.001], [-0.002, -0.023, 0.018], [-0.002, 0.002, -0.008], [0.003, 0.001, -0.017], [-0.007, 0.005, -0.005], [0.004, -0.002, 0.006], [0.005, -0.001, 0.017], [-0.181, 0.027, -0.024]],
  "lowdin_spin": [2.613, 0.011, 0.053, 0.009, 0.003, 0.001, 0.000, 0.000, 0.000, 0.000, 0.001, 0.002, 0.008, 0.052, 0.005, 0.009, 0.003, 0.003, 0.001, 0.005, 0.012, 0.000, 0.003, 0.002, 0.000, 0.000, 0.000, 0.000, 0.000, 0.000, 0.001, 0.001, 0.000, 0.000, 0.000, 0.002, 0.000, 0.000, 0.001, 0.001, 0.000, 0.000, 0.018, 0.000, 0.000, 0.001, 0.000, 0.000, 0.000, 0.000, 0.000, 0.000, 0.002, 0.006, 0.010, 0.081, 0.003, 0.000, 0.000, 0.000, 0.000, 0.000, 0.000, 0.000, 0.000, 0.000, 0.000, 0.000, 0.003, 0.000, 0.000, 0.000, 0.000, 0.000, 0.000, 0.000, 0.000, 1.070],
  "charge": 1,
  "multiplicity": 5,
  "homo_energy_ev": [-10.599, -10.897],
  "s2": 6.03
}

{
  "formula": "C29H41AsNRuSSi",
  "method": "ωB97M-V/def2-TZVPD",
  "species": ["Ru", "C", "C", "C", "C", "C", "C", "C", "H", "H", "H", "H", "H", "H", "H", "H", "C", "Si", "C", "N", "C", "C", "C", "C", "C", "C", "C", "C", "C", "C", "C", "C", "C", "C", "C", "C", "C", "H", "H", "H", "H", "H", "H", "H", "H", "H", "H", "H", "H", "H", "H", "H", "H", "H", "H", "H", "H", "H", "H", "H", "H", "C", "As", "C", "C", "S", "H", "H", "H", "H", "H", "H", "H", "H", "H"],
  "coordinates": [[1.34209, 0.09045, 0.87943], [0.94731, 3.76298, 2.87353], [1.86358, 2.64020, 2.49432], [2.57916, 2.68877, 1.28468], [3.49999, 1.69946, 0.95029], [3.70800, 0.61447, 1.81015], [2.97476, 0.53666, 3.00007], [2.06152, 1.54270, 3.33345], [1.53292, 4.58169, 3.29778], [0.21975, 3.45543, 3.62315], [0.42424, 4.16126, 2.00309], [2.41149, 3.51567, 0.60617], [4.05179, 1.76912, 0.02214], [4.43193, -0.14985, 1.56138], [3.12977, -0.29719, 3.67228], [1.51970, 1.47895, 4.26942], [1.52402, -0.13564, -1.24157], [-0.24683, 0.32815, -1.70936], [-1.37133, -0.35689, -0.28153], [-0.90507, -0.02713, 1.09950], [-1.38806, -1.01450, 2.09885], [-2.88104, -0.92924, 2.39738], [-3.33955, 0.52621, 2.60970], [-2.13121, 1.44605, 2.75488], [-1.31464, 1.38005, 1.47464], [-0.35583, 2.20093, -1.69524], [-1.60535, 2.83349, -1.66591], [-1.71956, 4.21292, -1.69163], [-0.57545, 4.99999, -1.75632], [0.67215, 4.39747, -1.80850], [0.77669, 3.01289, -1.78145], [-0.79042, -0.53490, -3.26483], [-2.14980, -0.61643, -3.58205], [-2.57160, -1.23885, -4.74577], [-1.63618, -1.79011, -5.61112], [-0.28384, -1.71694, -5.31231], [0.13530, -1.09382, -4.14613], [2.29354, 0.49849, -1.67889], [1.77552, -1.18009, -1.42536], [-1.37885, -1.44144, -0.38113], [-2.41350, -0.03885, -0.39162], [-0.80103, -0.87172, 3.00806], [-1.12320, -2.00069, 1.71511], [-3.05195, -1.51930, 3.29930], [-3.45915, -1.40892, 1.60663], [-3.99956, 0.60350, 3.47134], [-3.91961, 0.86529, 1.74796], [-1.53106, 1.18240, 3.62979], [-2.44668, 2.48108, 2.89382], [-0.42276, 2.01101, 1.52998], [-1.90858, 1.78380, 0.65542], [-2.51530, 2.24131, -1.63716], [-2.69679, 4.67678, -1.67576], [-0.65994, 6.07810, -1.78606], [1.56313, 5.00670, -1.89344], [1.76326, 2.56944, -1.85231], [-2.89599, -0.18310, -2.92380], [-3.62562, -1.28987, -4.98279], [-1.96272, -2.27144, -6.52302], [0.44406, -2.13713, -5.99324], [1.19653, -1.03078, -3.93200], [0.58580, -3.76365, -1.14555], [1.34922, -4.02542, 0.60453], [0.06448, -4.92012, 1.72082], [2.89021, -5.15525, 0.42042], [2.01983, -2.21629, 1.57240], [0.37405, -4.73571, -1.59040], [1.28721, -3.22250, -1.77725], [-0.34209, -3.20764, -1.05894], [-0.13961, -5.90650, 1.30546], [-0.85501, -4.33978, 1.75870], [0.47802, -5.01707, 2.72283], [2.57683, -6.11915, 0.02040], [3.34789, -5.28864, 1.39885], [3.59902, -4.68132, -0.25567]],
  "forces_ev_per_angstrom": [[-0.015, -0.666, -0.126], [-0.012, 0.023, 0.002], [0.007, 0.009, -0.058], [0.005, -0.038, 0.006], [0.003, 0.099, -0.032], [-0.007, 0.029, 0.053], [-0.014, 0.003, -0.063], [0.005, -0.023, -0.009], [0.001, -0.006, 0.007], [-0.005, 0.001, -0.001], [-0.002, 0.003, -0.002], [0.010, 0.014, 0.009], [0.024, -0.002, 0.020], [-0.014, 0.005, 0.016], [-0.013, 0.006, 0.004], [-0.009, 0.002, -0.005], [-0.040, 0.201, -0.023], [-0.021, 0.148, 0.155], [0.115, 0.161, -0.118], [-0.067, 0.333, 0.027], [0.125, -0.136, 0.019], [-0.017, -0.002, 0.029], [0.041, -0.008, -0.013], [-0.018, 0.034, -0.039], [0.049, 0.046, -0.018], [-0.091, -0.127, -0.087], [-0.023, -0.082, -0.028], [0.028, 0.042, -0.002], [-0.012, -0.012, 0.005], [-0.003, 0.051, 0.001], [0.053, -0.041, 0.047], [-0.045, 0.065, 0.180], [-0.036, 0.003, 0.033], [0.004, -0.012, -0.021], [-0.018, -0.008, -0.007], [0.025, -0.016, -0.024], [0.043, -0.005, -0.002], [-0.036, 0.006, -0.060], [-0.001, 0.043, 0.002], [0.032, -0.135, 0.003], [0.000, -0.002, -0.069], [-0.046, 0.014, 0.004], [0.012, 0.018, 0.053], [-0.023, -0.017, -0.014], [0.014, 0.024, -0.025], [0.028, -0.003, 0.024], [-0.019, -0.001, 0.003], [-0.003, -0.012, 0.013], [0.004, 0.000, -0.003], [-0.052, 0.011, 0.012], [0.003, -0.015, 0.026], [-0.008, -0.011, 0.000], [-0.004, 0.002, 0.001], [0.000, 0.001, -0.001], [0.004, 0.002, 0.000], [0.015, -0.011, -0.003], [-0.010, 0.003, 0.005], [-0.010, 0.003, 0.001], [-0.002, -0.004, -0.006], [0.008, -0.004, -0.008], [0.019, 0.003, -0.009], [0.051, -0.044, 0.089], [-0.012, -0.037, -0.173], [0.028, 0.039, -0.044], [-0.044, 0.026, 0.027], [0.022, -0.030, 0.215], [0.042, -0.040, 0.060], [-0.012, -0.042, 0.019], [-0.055, 0.073, -0.022], [0.010, 0.006, -0.018], [0.008, -0.002, -0.012], [0.024, 0.009, -0.021], [-0.009, 0.012, -0.002], [-0.017, 0.008, -0.007], [-0.018, 0.011, 0.006]],
  "lowdin_spin": [3.662, 0.007, 0.053, 0.073, 0.039, 0.030, 0.032, 0.047, 0.003, 0.000, 0.001, 0.002, 0.000, 0.001, 0.001, 0.001, 0.325, 0.074, 0.022, 0.143, 0.009, 0.005, 0.001, 0.003, 0.021, 0.007, 0.002, 0.002, 0.003, 0.000, 0.005, 0.024, 0.004, 0.002, 0.000, 0.000, 0.004, 0.028, 0.025, 0.000, 0.003, 0.001, 0.000, 0.001, 0.000, 0.000, 0.000, 0.000, 0.000, 0.008, 0.002, 0.000, 0.000, 0.000, 0.000, 0.000, 0.000, 0.000, 0.000, 0.000, 0.003, 0.002, 0.044, 0.009, 0.012, 0.249, 0.000, 0.000, 0.000, 0.001, 0.000, 0.000, 0.002, 0.001, 0.000],
  "charge": 2,
  "multiplicity": 6,
  "homo_energy_ev": [-13.452, -13.913],
  "s2": 8.76
}